(1)
C30H70FeN10O14SY as an isolated structure. Source: the OMol25 dataset; level of theory: ωB97M-V with the def2-TZVPD basis set.

```
! wB97M-V def2-TZVPD RIJCOSX def2/J DEFGRID3
* xyz 3 5
Y -0.85616 0.86209 -2.13935
Fe 0.12061 -2.32523 2.66054
S 0.48962 0.19259 0.40899
O 0.88984 -0.01241 -1.00080
O 0.53481 -1.02548 1.24616
O 1.18450 1.29482 1.04858
O -0.90351 0.56152 0.18151
C -1.64894 -2.52046 -1.60994
O -1.46174 -1.34455 -1.90309
N -1.55701 -3.52345 -2.55362
C -1.95824 -4.91968 -2.30347
C -0.90102 -3.37809 -3.83523
H -1.87999 -2.94175 -0.61932
H -2.52836 -5.38349 -3.10841
H -2.61289 -5.02319 -1.43814
H -1.02128 -5.47010 -2.21831
H -0.00431 -3.99732 -3.81158
H -1.54146 -3.56572 -4.69705
H -0.48687 -2.38070 -3.98283
C -1.55798 3.70928 -0.00067
O -1.37306 2.99380 -0.97709
N -2.49619 4.68461 0.05922
C -2.77720 5.43267 1.26328
C -3.09535 5.18960 -1.10152
H -1.08132 3.50646 0.97086
H -2.22702 5.15852 2.16342
H -3.83070 5.43076 1.54297
H -2.55370 6.47244 1.02449
H -4.08281 5.62440 -0.94671
H -2.61150 6.06933 -1.52588
H -3.29994 4.43708 -1.86308
C 1.87991 3.06685 -1.75992
O 0.92012 2.36601 -2.24286
N 2.85404 3.65007 -2.54790
C 3.92885 4.39395 -1.95218
C 2.88814 3.42209 -4.00380
H 2.02027 3.28451 -0.68982
H 3.64401 4.68764 -0.94187
H 4.23235 5.22811 -2.58477
H 4.79370 3.74871 -1.79794
H 2.02677 2.89609 -4.41546
H 2.84463 4.40917 -4.46412
H 3.81949 2.88626 -4.18702
C 1.29927 4.28136 2.34354
O 0.45661 5.21899 2.27644
N 2.62659 4.46501 2.28355
C 3.59091 3.34438 2.39261
C 3.31825 5.73699 1.95148
H 1.11274 3.24663 2.67024
H 4.05739 3.11635 1.43422
H 3.17264 2.45401 2.86208
H 4.51647 3.62379 2.89596
H 2.60724 6.54671 1.78734
H 3.97690 6.01234 2.77517
H 4.07310 5.72396 1.16527
C 3.25734 -2.90505 3.23936
O 2.00135 -2.76270 3.20602
N 4.14613 -1.92778 3.01272
C 5.58707 -2.15162 2.92442
C 3.65697 -0.54662 2.95330
H 3.73436 -3.87756 3.43650
H 6.22048 -1.89766 3.77436
H 5.93514 -1.34138 2.28374
H 5.91952 -3.11808 2.54557
H 4.16736 -0.13281 2.08362
H 2.60484 -0.44920 2.68565
H 3.92295 0.15467 3.74422
C -3.15675 -1.75349 2.21612
O -1.94019 -2.08883 2.20657
N -4.08326 -2.66691 1.90937
C -5.51104 -2.28459 1.86811
C -3.83085 -4.00702 1.51346
H -3.55476 -0.72721 2.23905
H -5.62296 -1.20842 2.00013
H -6.10390 -2.86441 2.57552
H -6.02528 -2.43036 0.91816
H -2.83873 -4.36663 1.78638
H -4.60397 -4.70678 1.83079
H -3.93070 -4.00630 0.42804
C 0.37960 0.17272 4.61718
O 0.02456 -0.80257 4.02447
N -0.26363 1.34191 4.60098
C 0.13359 2.42342 5.47608
C -1.22813 1.59588 3.50861
H 1.29540 0.29412 5.21616
H -0.72483 2.84447 5.99947
H 0.61639 3.17422 4.85053
H 0.78309 2.15617 6.30965
H -0.80244 2.18949 2.69960
H -1.52314 0.65114 3.05194
H -2.10974 2.11311 3.88722
C 1.27599 -0.37570 -4.79421
O 0.64085 -0.01503 -3.79516
N 2.26626 -1.27475 -4.79285
C 2.78010 -1.73803 -6.10583
C 2.74903 -2.01121 -3.58349
H 1.02942 -0.03594 -5.81204
H 2.64459 -2.81937 -6.08498
H 3.84417 -1.50889 -6.04794
H 2.48437 -1.23779 -7.02801
H 3.83235 -1.92552 -3.49881
H 2.30706 -1.67292 -2.64631
H 2.40251 -3.03548 -3.72096
C 0.39451 -4.98228 0.71191
O 0.11707 -4.06113 1.43255
N 1.14262 -4.81760 -0.41386
C 1.75184 -6.03144 -0.94032
C 1.52416 -3.56880 -0.99303
H 0.05040 -6.02238 0.82128
H 1.22308 -6.31761 -1.84950
H 1.71225 -6.92697 -0.32018
H 2.82101 -5.92379 -1.12308
H 2.57723 -3.35207 -0.81372
H 1.44431 -3.66258 -2.07605
H 0.96531 -2.65858 -0.77556
C -4.21249 1.11786 -1.04463
O -3.08872 0.92400 -1.39805
N -5.22732 0.15737 -1.11413
C -6.55740 0.39995 -0.60308
C -5.01075 -1.17404 -1.75079
H -4.51553 2.10901 -0.67316
H -6.64570 1.39600 -0.16928
H -6.61414 -0.27118 0.25392
H -7.26251 0.14079 -1.39287
H -4.29753 -1.15341 -2.57481
H -4.64919 -1.82977 -0.95871
H -5.96183 -1.54670 -2.13114
*
```

Values from the calculation:
Kohn-Sham gap (spin up / spin down) (eV): 8.6 / 8.6
Energy above the lowest of the compared OMol25 structures with the same formula, charge and spin (kcal/mol): 52.6
E (hartree): -4485.7165
Strongest force on any atom (eV/A): 4.5



(2)
C30H70MgO19S8 as an isolated structure. Source: the OMol25 dataset; level of theory: ωB97M-V with the def2-TZVPD basis set.

```
! wB97M-V def2-TZVPD RIJCOSX def2/J DEFGRID3
* xyz 0 1
Mg 1.32240 1.18003 -1.33650
O 1.06604 1.45242 0.63119
C 0.01352 0.60408 1.00097
C -0.32498 -0.51264 -0.03804
O 0.00422 -0.36009 -1.41297
H -0.91361 1.21653 1.06243
H 0.12194 0.19398 2.01872
H -1.38839 -0.79839 0.05705
H 0.20428 -1.43866 0.25959
C -2.67630 0.74596 -5.08949
C -2.34748 -0.59041 -4.42620
C -2.90891 -0.81842 -3.00215
O -3.71524 -1.97519 -3.26117
C -3.56489 -2.48697 -4.50779
O -4.08088 -3.47654 -4.90798
O -2.73898 -1.69855 -5.22099
H -3.67282 1.12692 -4.85159
H -2.63378 0.62910 -6.17156
H -1.95837 1.49360 -4.74991
H -1.26448 -0.63042 -4.27184
H -3.61620 -0.00574 -2.83057
H -2.11362 -1.00359 -2.27944
C 1.48261 1.43310 3.65996
C 2.75864 2.21322 3.80660
C 2.57445 3.62401 4.36442
O 3.34101 3.64974 5.54563
C 3.83825 2.41588 5.81931
O 4.45549 2.16214 6.79510
O 3.62354 1.58763 4.77852
H 0.95923 1.29225 4.61169
H 1.59209 0.41881 3.27866
H 0.81430 1.96626 2.98235
H 3.30026 2.24842 2.86458
H 1.52817 3.89313 4.51113
H 3.00665 4.31657 3.63873
C -1.83629 -3.52004 2.29520
C -1.04661 -3.12013 3.53117
C -1.31088 -1.72153 4.05534
O -1.51044 -1.89487 5.44333
C -1.51484 -3.23219 5.73160
O -1.71555 -3.64542 6.83037
O -1.40230 -3.96947 4.63395
H -1.73540 -4.59077 2.13137
H -1.53660 -2.88785 1.46015
H -2.88868 -3.35097 2.54557
H 0.00176 -3.23346 3.23818
H -2.19237 -1.32411 3.54426
H -0.43142 -1.10511 3.86556
C -5.72893 0.58937 1.15961
S -4.86434 -1.01958 1.19524
O -5.82815 -2.12739 1.45085
C -4.39419 -1.13257 -0.56590
H -4.96438 1.36133 1.07883
H -6.35463 0.79188 2.02354
H -6.35005 0.50458 0.26615
H -3.74710 -2.00796 -0.58541
H -3.85559 -0.24799 -0.89836
H -5.26175 -1.32995 -1.19626
C -2.58345 2.33570 -1.26494
S -1.15875 3.35945 -1.66226
O 0.01949 2.44918 -1.86988
C -1.00249 4.02280 0.00173
H -3.04504 2.02817 -2.20203
H -3.26732 3.04032 -0.78539
H -2.38480 1.47450 -0.63174
H 0.00246 4.36264 0.23174
H -1.27310 3.22724 0.69687
H -1.74544 4.80693 0.15997
C 2.12534 -2.09366 -4.10080
S 1.42299 -3.76624 -3.96318
O 2.04956 -4.47071 -2.79025
C -0.21003 -3.20232 -3.45191
H 1.68248 -1.68798 -5.01075
H 3.20194 -2.22607 -4.21851
H 1.96589 -1.46456 -3.22317
H -0.79086 -4.10460 -3.27393
H -0.58060 -2.51984 -4.21532
H -0.14633 -2.60838 -2.53396
C 0.85260 -6.71303 1.30266
S 1.16620 -4.95487 0.96582
O 2.65642 -4.71794 1.01134
C 0.80916 -4.71608 -0.79201
H 1.09374 -6.89667 2.34490
H 1.39173 -7.32077 0.58006
H -0.22777 -6.81299 1.17449
H -0.26285 -4.62617 -0.97914
H 1.31842 -5.46190 -1.40383
H 1.21361 -3.76638 -1.14452
C 3.28315 1.48820 -5.26754
S 1.56516 1.28432 -4.76643
O 1.68594 1.01203 -3.29182
C 0.92471 2.96980 -5.01620
H 3.73022 0.51027 -5.41835
H 3.76141 2.04512 -4.45949
H 3.45061 2.09822 -6.15795
H -0.05467 3.11647 -4.57866
H 0.93625 3.24963 -6.07163
H 1.68508 3.63042 -4.58988
C 3.03992 -1.52321 1.06107
S 3.87172 -0.81658 -0.35009
O 2.92926 0.02192 -1.16816
C 4.02653 -2.40196 -1.21852
H 2.74074 -0.83315 1.85050
H 3.52312 -2.33973 1.60255
H 2.12011 -2.01587 0.73067
H 3.01646 -2.73788 -1.43929
H 4.46208 -3.14945 -0.55247
H 4.69101 -2.32996 -2.07433
C 4.35855 4.59974 -1.76738
S 2.73073 4.05230 -1.21559
O 2.72965 2.59504 -1.55923
C 3.12350 4.20171 0.52805
H 5.10669 3.86793 -1.45420
H 4.69946 5.58205 -1.44383
H 4.42782 4.58194 -2.85774
H 3.44261 5.23052 0.70352
H 3.85550 3.50835 0.93129
H 2.15697 4.03791 1.01102
C -1.87198 2.87289 5.56985
S -2.40607 1.55124 4.47295
O -3.89525 1.44650 4.71701
C -2.15038 2.44573 2.91542
H -2.26804 3.84611 5.28911
H -0.78366 2.95725 5.46195
H -2.01694 2.54169 6.59424
H -1.15007 2.81061 2.69784
H -2.84398 3.29133 2.98826
H -2.54659 1.87082 2.07866
*
```

Values from the calculation:
Kohn-Sham gap (eV): 7.0
E (hartree): -6000.0530
Strongest force on any atom (eV/A): 2.8



(3)
A 7-piece molecular cluster, C30H72BO22S6 overall. Source: the OMol25 dataset; level of theory: ωB97M-V with the def2-TZVPD basis set.

```
! wB97M-V def2-TZVPD RIJCOSX def2/J DEFGRID3
* xyz -1 1
C 6.38955 -0.37955 3.64587
C 6.97400 -0.70823 2.20275
O 7.21805 -1.91835 1.94149
O 7.20172 0.22506 1.16254
C 7.73019 1.48471 1.64771
C 7.57602 2.53693 0.41416
C 6.15055 2.34947 -0.29945
C 4.89620 2.33186 0.70215
C 4.94593 3.43594 1.86786
C 3.43459 3.92655 2.16759
C 2.78217 3.20637 3.46087
C 2.73757 1.59461 3.31337
C 1.88714 1.09881 2.04703
C 0.33106 1.53129 1.91633
O -0.41803 0.28453 1.97454
B 0.58281 -0.71211 1.52584
O 1.79427 -0.34312 2.32215
H 5.91138 0.66967 3.67842
H 7.21138 -0.41088 4.44763
H 5.52552 -1.10156 3.88781
H 8.82910 1.42698 1.98721
H 7.15327 1.94618 2.51365
H 7.55791 3.57578 0.91641
H 8.46823 2.46145 -0.30871
H 6.12810 1.38388 -0.92984
H 6.01519 3.25693 -1.00150
H 3.95384 2.35987 0.05994
H 4.87841 1.30435 1.23067
H 5.34086 3.02491 2.87085
H 5.56029 4.32402 1.48719
H 2.78897 3.77075 1.24193
H 3.48885 5.04597 2.41175
H 1.71900 3.58655 3.61499
H 3.36638 3.48396 4.41935
H 3.80143 1.16293 3.24586
H 2.23842 1.16943 4.26289
H 2.43200 1.11785 1.03749
H 0.04118 1.98212 0.90288
H 0.04428 2.29039 2.72699
H 0.92330 -0.63953 0.36857
H 0.21161 -1.84472 1.64038
O -0.59769 -3.31531 -0.26140
S -0.44096 -4.65930 -0.74098
O 0.64365 -5.03673 -1.61002
O -1.83564 -5.14713 -1.40540
C -2.41895 -4.33782 -2.42545
C -1.72501 -4.53512 -3.76001
C -0.45875 -5.76160 0.64432
H -2.41856 -3.28425 -2.13238
H -3.46315 -4.64733 -2.51525
H -0.70541 -4.14405 -3.73315
H -2.26555 -4.01684 -4.55528
H -1.65725 -5.59763 -4.00826
H -1.31159 -5.52014 1.27729
H 0.46980 -5.62001 1.19819
H -0.52204 -6.78658 0.28039
O -3.70658 2.20541 1.31748
S -4.54909 1.24380 1.98037
O -5.77262 0.76910 1.38509
O -4.86667 1.76620 3.48075
C -5.41214 3.07170 3.64365
C -6.89706 3.09935 3.33175
C -3.56489 -0.15248 2.43544
H -4.86659 3.79862 3.03477
H -5.26056 3.34882 4.68962
H -7.07787 2.92252 2.26914
H -7.32756 4.06929 3.59150
H -7.42322 2.31654 3.88350
H -2.66272 0.19800 2.93789
H -3.29898 -0.68787 1.52325
H -4.14946 -0.79932 3.08924
O -3.26726 -1.23113 -3.87500
S -2.24820 -0.24469 -4.13468
O -0.96126 -0.29804 -3.49881
O -2.87633 1.22971 -3.92145
C -3.52071 1.52584 -2.67955
C -2.51710 1.81154 -1.57823
C -2.00707 -0.12681 -5.88473
H -4.20016 0.71732 -2.39431
H -4.13141 2.41651 -2.84681
H -1.95461 0.91199 -1.31602
H -3.02405 2.16721 -0.67903
H -1.79150 2.56332 -1.89994
H -2.97783 -0.02781 -6.36926
H -1.51399 -1.04028 -6.21881
H -1.37611 0.73523 -6.09735
O 2.15310 6.89729 2.52687
S 0.80894 7.15800 2.07731
O 0.53666 7.93693 0.89786
O -0.05284 7.75761 3.30955
C 0.44835 8.90205 3.99552
C 0.19553 10.17718 3.21279
C -0.04892 5.61528 1.93993
H 1.51139 8.78243 4.22392
H -0.08222 8.95578 4.94903
H 0.78973 10.19924 2.29656
H 0.45962 11.05383 3.80857
H -0.85437 10.24921 2.91862
H 0.10435 5.04306 2.85411
H 0.36443 5.07549 1.08705
H -1.10771 5.81307 1.77732
O 1.11881 -9.56372 4.85824
S 1.47747 -8.18391 4.65405
O 0.81423 -7.36388 3.67713
O 3.07387 -8.08319 4.42245
C 3.66565 -8.88507 3.40102
C 3.43994 -8.29023 2.02350
C 1.43041 -7.34823 6.21409
H 3.29681 -9.91361 3.45317
H 4.73812 -8.91637 3.60641
H 2.38448 -8.33391 1.74546
H 4.01107 -8.83636 1.26974
H 3.73612 -7.23883 2.00229
H 1.98174 -7.93664 6.94663
H 0.38625 -7.25814 6.51518
H 1.87093 -6.35870 6.09795
O -4.23729 -1.15475 -8.38758
S -5.18268 -2.17826 -8.74870
O -4.76017 -3.47093 -9.21726
O -6.24700 -1.56384 -9.80053
C -5.75083 -0.93399 -10.98037
C -5.32739 -1.95333 -12.02142
C -6.31061 -2.40829 -7.40381
H -4.93131 -0.25077 -10.73968
H -6.56713 -0.32935 -11.38217
H -4.44821 -2.51036 -11.69008
H -5.08029 -1.46097 -12.96446
H -6.12340 -2.68099 -12.19707
H -6.67931 -1.43512 -7.08168
H -5.76852 -2.89145 -6.58999
H -7.12990 -3.04510 -7.73512
*
```

Values from the calculation:
Kohn-Sham gap (eV): 5.7
E (hartree): -5255.4181
Strongest force on any atom (eV/A): 4.6